1.
Computed, not measured: a molecular structure, C16H31HfNO3P2, with ωB97M-V with the def2-TZVPD basis set.

Summary:
HOMO-LUMO gap in eV: 5.77
HOMO level in eV: -5.5
Energy above the lowest of the compared OMol25 structures with the same formula, charge and spin in kcal per mole: 0.0

ORCA input file:
```
! wB97M-V def2-TZVPD RIJCOSX def2/J DEFGRID3
* xyz 0 1
Hf 1.56 0.37 -0.64
P -0.97 -0.45 2.99
P 1.35 -1.16 -2.89
N 0.20 1.68 -1.22
H -0.29 -2.30 3.18
C 0.26 0.75 3.48
H 0.77 0.44 4.41
H -0.27 1.70 3.64
H 0.99 0.85 2.66
C -1.92 -0.99 4.45
H -1.58 -0.47 5.35
H -1.85 -2.06 4.65
H -2.97 -0.76 4.28
C -2.11 -0.29 1.64
H -2.53 -1.26 1.33
H -1.57 0.16 0.80
H -2.94 0.37 1.96
C 2.69 -1.01 -4.11
H 3.16 -1.98 -4.29
H 3.43 -0.31 -3.72
H 2.30 -0.62 -5.06
C 1.15 -2.96 -2.70
H 2.01 -3.48 -3.14
H 0.23 -3.31 -3.19
H 1.10 -3.21 -1.64
C -0.14 -0.66 -3.84
H 0.15 -0.36 -4.86
H -0.61 0.19 -3.34
H -0.85 -1.49 -3.90
C -0.82 2.51 -1.25
C -1.71 4.78 -1.08
C -0.63 3.93 -1.08
C -2.16 2.03 -1.37
C -3.23 2.91 -1.36
C -3.02 4.29 -1.23
H -1.57 5.86 -0.98
H 0.39 4.32 -0.94
H -2.30 0.96 -1.47
H -4.23 2.52 -1.48
H -3.87 4.97 -1.28
C 0.16 -1.91 2.34
O 0.78 -0.60 0.67
C 1.64 -2.00 2.71
H 1.73 -2.69 3.56
H 2.15 -1.06 2.94
H 2.20 -2.43 1.88
C -0.27 -2.92 1.29
H 0.54 -3.13 0.60
H -1.12 -2.64 0.68
H -0.50 -3.87 1.81
O 2.99 1.48 0.65
C 3.80 1.72 -0.31
O 3.55 1.31 -1.49
H 4.73 2.27 -0.08
*
```

Atom charges from the Löwdin analysis, given in e for atoms 1 to 5: atom 1 (Hf): 1.25, atom 2 (P): 0.95, atom 3 (P): 0.78, atom 4 (N): -0.20, atom 5 (H): 0.00

=====

2.
Computed, not measured: a molecular structure, C30H43BCl2N6RuS, with ωB97M-V with the def2-TZVPD basis set.

Summary:
HOMO-LUMO gap (spin up / spin down) in eV: 8.66 / 4.43
HOMO level (spin up / spin down) in eV: -13.9 / -13.8
Energy above the lowest of the compared OMol25 structures with the same formula, charge and spin in kcal per mole: 5.1

ORCA input file:
```
! wB97M-V def2-TZVPD RIJCOSX def2/J DEFGRID3
* xyz 2 5
Ru 0.27 0.22 -0.47
C -2.77 -3.83 1.46
C -1.98 -3.14 0.41
C -1.65 -3.61 -0.84
C -0.91 -2.60 -1.47
N -0.79 -1.57 -0.61
N -1.46 -1.90 0.53
B -1.72 -0.88 1.65
N -2.14 0.47 1.03
N -1.54 1.00 -0.08
C -2.32 2.03 -0.51
C -3.33 2.21 0.43
C -3.21 1.20 1.37
C -4.09 0.94 2.54
C -2.27 2.79 -1.82
C -1.74 4.20 -1.56
C -1.47 2.08 -2.92
C -3.72 2.86 -2.35
N -0.43 -0.69 2.49
N 0.73 -0.10 1.98
C 1.59 -0.04 2.98
C 0.95 -0.62 4.15
C -0.33 -1.01 3.77
C -1.38 -1.65 4.61
C 2.99 0.48 3.10
C 3.88 -0.74 3.40
C 3.02 1.44 4.32
C 3.54 1.22 1.90
C -0.35 -2.69 -2.88
C -0.02 -1.33 -3.51
C 0.90 -3.58 -2.83
C -1.41 -3.39 -3.76
H -3.01 -4.84 1.14
H -3.71 -3.31 1.66
H -2.22 -3.89 2.40
H -1.91 -4.57 -1.25
H -2.58 -1.28 2.35
H -4.11 2.96 0.41
H -4.85 1.71 2.59
H -3.52 0.95 3.47
H -4.58 -0.03 2.45
H -0.74 4.18 -1.12
H -2.40 4.75 -0.88
H -1.69 4.76 -2.50
H -0.40 2.14 -2.74
H -1.65 2.57 -3.88
H -1.79 1.05 -3.01
H -4.36 3.43 -1.67
H -4.14 1.87 -2.47
H -3.73 3.36 -3.32
H 1.39 -0.74 5.12
H -1.00 -1.80 5.61
H -1.69 -2.61 4.20
H -2.27 -1.02 4.68
H 3.55 -1.30 4.27
H 4.90 -0.40 3.59
H 3.90 -1.43 2.54
H 2.76 0.94 5.25
H 2.33 2.27 4.17
H 4.03 1.84 4.43
H 3.59 0.57 1.04
H 4.55 1.57 2.12
H 2.93 2.09 1.68
H 0.79 -1.43 -4.23
H 0.28 -0.59 -2.77
H -0.89 -0.93 -4.04
H 1.73 -3.08 -2.33
H 1.21 -3.83 -3.85
H 0.70 -4.52 -2.30
H -2.38 -2.91 -3.66
H -1.51 -4.44 -3.50
H -1.10 -3.33 -4.80
Cl 2.34 -0.72 -1.07
C 3.25 0.58 -1.80
C 4.38 0.27 -2.52
C 5.11 1.31 -3.08
C 4.73 2.62 -2.90
C 3.60 2.93 -2.16
Cl 3.15 4.56 -1.92
C 2.82 1.90 -1.59
S 1.41 2.30 -0.66
H 4.68 -0.76 -2.65
H 5.99 1.08 -3.67
H 5.31 3.43 -3.33
*
```

Atom charges from the Löwdin analysis, given in e for atoms 1 to 5: atom 1 (Ru): 0.95, atom 2 (C): 0.01, atom 3 (C): -0.23, atom 4 (C): 0.05, atom 5 (C): -0.20

=====

3.
Computed, not measured: 2 unconnected molecules or ions with the total composition C6H15N2O, with ωB97M-V with the def2-TZVPD basis set.

Summary:
HOMO-LUMO gap in eV: 7.32
HOMO level in eV: -10.3
Energy above the lowest of the compared OMol25 structures with the same formula, charge and spin in kcal per mole: 83.6

ORCA input file:
```
! wB97M-V def2-TZVPD RIJCOSX def2/J DEFGRID3
* xyz 1 1
C -0.31 0.39 2.54
C -1.24 0.17 1.36
C 1.07 -0.12 1.94
C -0.49 -0.87 0.45
C 0.69 -0.34 -2.79
C -0.23 0.47 -1.97
N 0.06 1.66 -1.50
N 0.72 -1.25 1.19
O -1.53 0.14 -2.05
H -0.15 1.45 2.70
H -0.73 0.05 3.52
H -2.34 0.10 1.41
H -1.11 1.10 0.72
H 1.61 0.65 1.30
H 1.83 -0.27 2.74
H -0.93 -1.85 0.21
H 0.20 -0.41 -3.77
H 0.72 -1.31 -2.16
H 1.65 0.14 -2.95
H 0.95 2.26 -1.71
H -0.75 2.19 -1.39
H 1.43 -1.66 0.59
H 0.56 -1.87 1.93
H -1.67 -0.83 -2.31
*
```

Atom charges from the Löwdin analysis, given in e for atoms 1 to 5: atom 1 (C): -0.15, atom 2 (C): -0.20, atom 3 (C): -0.18, atom 4 (C): -0.18, atom 5 (C): 0.01

=====

The following max |F| values (in eV/A) correspond, in order, to the records above: 4.16; 1.72; 5.23.
The following E_tot values (in eV) correspond, in order, to the records above: -44611.653; -79874.310; -11482.834.